{
  "formula": "C4H5NO",
  "method": "ωB97M-V with the def2-TZVPD basis set",
  "total_charge": 0,
  "elements": ["H", "C", "H", "N", "O", "C", "C", "C", "H", "H", "H"],
  "positions_angstrom": [[-0.1759, 1.7775, 0.9952], [0.2673, 0.9616, 0.4177], [1.2276, -0.1072, 1.7421], [0.8452, -1.1155, 1.7806], [0.5395, -0.2114, -2.1635], [0.1786, -0.4956, 0.9087], [-0.3981, -0.6029, -1.5105], [-0.7058, -0.0996, -0.1390], [1.0541, 1.2593, -0.2841], [-1.0873, -1.3799, -1.8795], [-1.7452, 0.0138, 0.1321]],
  "forces_ev_per_angstrom": [[0.1, -0.4, -0.1], [-0.6, -0.1, -0.5], [2.0, -2.2, 2.8], [0.0, 1.7, -0.7], [-0.6, -0.3, 0.3], [0.1, 1.6, -0.6], [0.2, 0.1, -0.5], [-0.8, 0.1, -0.7], [-0.2, -0.3, 0.3], [0.1, -0.1, -0.2], [-0.3, -0.1, -0.2]],
  "nbo_charge": [0.23, -0.57, 0.41, -0.52, -0.50, 0.25, 0.45, -0.39, 0.25, 0.12, 0.25]
}

{
  "formula": "C4H5NO",
  "method": "ωB97M-V with the def2-TZVPD basis set",
  "smiles": "Oc1ccc[nH]1",
  "total_charge": 0,
  "elements": ["C", "N", "C", "H", "H", "H", "O", "H", "C", "C", "H"],
  "positions_angstrom": [[-1.3247, 0.5239, -0.0096], [-0.0689, 1.0666, -0.0028], [0.8704, 0.0730, 0.0699], [0.6533, -2.1266, 0.1346], [-1.9984, -1.5421, 0.0196], [2.6747, 0.3367, -0.5803], [2.1739, 0.4676, 0.2372], [0.1962, 2.0375, 0.0834], [0.2168, -1.1370, 0.0736], [-1.1792, -0.8371, 0.0226], [-2.2140, 1.1375, -0.0482]],
  "forces_ev_per_angstrom": [[-0.2, -0.1, -0.1], [0.5, 0.3, 0.2], [-0.3, 0.1, 0.0], [0.0, 0.3, 0.0], [0.2, 0.0, 0.0], [-0.2, -0.1, 0.2], [0.0, -0.3, -0.3], [-0.3, -0.2, -0.1], [0.1, 0.0, 0.1], [-0.1, 0.0, 0.0], [0.2, -0.1, 0.0]],
  "nbo_charge": [-0.09, -0.53, 0.40, 0.23, 0.22, 0.49, -0.69, 0.42, -0.36, -0.29, 0.21]
}

{
  "formula": "C4H5NO",
  "method": "ωB97M-V with the def2-TZVPD basis set",
  "smiles": "N#CCCC=O",
  "total_charge": 0,
  "elements": ["H", "C", "H", "H", "H", "C", "O", "H", "C", "C", "N"],
  "positions_angstrom": [[0.9464, -1.1030, 0.4398], [-0.0511, -0.9000, 0.0385], [-0.3957, 1.0336, 0.9555], [-0.1028, -1.3516, -0.9588], [0.8038, 2.1594, -1.2863], [0.9822, 1.2920, -0.6214], [2.1068, 0.9340, -0.3658], [-1.1411, 0.8773, -0.6299], [-0.2498, 0.6174, -0.0509], [-1.0535, -1.5376, 0.8945], [-1.8451, -2.0216, 1.5849]],
  "forces_ev_per_angstrom": [[-0.1, 0.0, 0.0], [0.1, 0.0, 0.0], [0.0, 0.0, -0.1], [0.0, 0.1, 0.2], [0.0, 0.0, 0.1], [0.3, -0.1, 0.1], [-0.5, 0.1, -0.2], [0.1, 0.0, 0.0], [0.0, 0.0, 0.0], [-0.7, -0.4, 0.6], [0.7, 0.5, -0.7]],
  "nbo_charge": [0.27, -0.51, 0.25, 0.25, 0.12, 0.44, -0.51, 0.23, -0.50, 0.28, -0.32]
}

{
  "formula": "C4H5NO",
  "method": "ωB97M-V with the def2-TZVPD basis set",
  "smiles": "O=C1CN2C[C@@H]12",
  "total_charge": 0,
  "elements": ["C", "H", "N", "H", "H", "H", "C", "H", "O", "C", "C"],
  "positions_angstrom": [[-0.9582, 0.0044, 0.4213], [1.6366, -1.3001, 0.5216], [0.4369, 0.4021, 0.8271], [-1.8131, -0.0795, 1.0942], [-0.1278, 1.3779, -1.1010], [-0.4493, 2.1808, 0.5484], [-0.3252, 1.2775, -0.0268], [1.6854, -0.1128, -0.8229], [-0.7662, -2.0875, -0.9550], [1.0561, -0.5869, -0.0643], [-0.3507, -1.0984, -0.4271]],
  "forces_ev_per_angstrom": [[-0.2, -0.1, 0.1], [-0.1, -0.2, -0.2], [0.3, 0.1, 0.3], [0.3, 0.0, -0.2], [0.3, 0.1, 0.5], [-0.9, 0.3, -0.4], [0.1, 0.3, 0.0], [-0.1, -0.3, 0.0], [0.0, 0.3, 0.2], [0.3, -0.2, -0.1], [-0.1, -0.3, -0.1]],
  "nbo_charge": [-0.21, 0.23, -0.34, 0.23, 0.20, 0.23, -0.27, 0.21, -0.50, -0.36, 0.57]
}

{
  "formula": "C4H5NO",
  "method": "ωB97M-V with the def2-TZVPD basis set",
  "total_charge": 0,
  "elements": ["C", "H", "N", "H", "H", "C", "O", "H", "C", "H", "C"],
  "positions_angstrom": [[0.2661, 0.2038, -0.0853], [-1.2257, -1.2992, 0.2473], [0.5644, 2.7532, -0.6370], [0.8440, 0.1097, 0.9434], [-1.6914, -0.0446, -0.9228], [1.6475, -0.9943, 0.2742], [1.0432, -0.5949, -0.9449], [0.9593, -1.7953, 0.6641], [-1.1823, -0.2295, 0.0276], [-1.6969, 0.3220, 0.8190], [0.4602, 1.6278, -0.3945]],
  "forces_ev_per_angstrom": [[-0.3, 0.1, -0.1], [0.0, 0.2, 0.0], [-0.1, -1.2, 0.3], [0.0, 0.0, 0.1], [0.1, 0.0, 0.1], [-0.1, -0.2, 0.0], [0.1, -0.1, 0.0], [0.1, 0.2, 0.0], [-0.1, 0.0, 0.0], [0.1, -0.1, -0.1], [0.1, 1.0, -0.2]],
  "nbo_charge": [0.01, 0.23, -0.26, 0.27, 0.24, 0.07, -0.52, 0.09, -0.62, 0.23, 0.26]
}

{
  "formula": "C4H5NO",
  "method": "ωB97M-V with the def2-TZVPD basis set",
  "smiles": "Cc1ccno1",
  "total_charge": 0,
  "elements": ["H", "C", "H", "C", "O", "N", "C", "C", "H", "H", "H"],
  "positions_angstrom": [[1.7092, 1.1357, -1.3801], [-0.6215, -0.9230, -0.0893], [0.4513, 2.1239, -0.6392], [0.2558, 0.1170, -0.1135], [0.6880, 0.3586, 1.1367], [0.0604, -0.4814, 2.0234], [0.6504, 1.1550, -1.1078], [-0.7204, -1.2323, 1.2950], [-1.3710, -1.9392, 1.7941], [-1.1455, -1.3950, -0.9078], [0.0432, 1.0808, -2.0115]],
  "forces_ev_per_angstrom": [[-0.1, -0.2, 0.1], [0.0, 0.2, 0.0], [0.0, -0.1, -0.2], [-0.2, 0.1, 0.1], [0.0, 0.2, -0.1], [-0.3, -0.4, 0.0], [0.0, 0.0, -0.1], [0.1, 0.0, 0.2], [0.2, 0.0, -0.1], [0.1, 0.2, 0.1], [0.1, -0.1, 0.1]],
  "nbo_charge": [0.23, -0.38, 0.24, 0.33, -0.29, -0.12, -0.66, -0.04, 0.22, 0.24, 0.23]
}

{
  "formula": "C4H5NO",
  "method": "ωB97M-V with the def2-TZVPD basis set",
  "smiles": "C#CCC(N)=O",
  "total_charge": 0,
  "elements": ["C", "C", "H", "N", "H", "H", "H", "C", "H", "O", "C"],
  "positions_angstrom": [[-1.2641, -0.2709, 0.2931], [1.3097, -0.2259, 0.1135], [-0.3525, 1.5649, 0.0913], [-1.2347, 1.0798, 0.1202], [0.4596, -1.1233, -1.0387], [3.0081, 0.8365, -0.8566], [-2.0585, 1.6062, 0.3768], [0.0874, -1.0136, -0.0056], [0.0336, -1.9973, 0.4752], [-2.2616, -0.8695, 0.6475], [2.2730, 0.4130, -0.2166]],
  "forces_ev_per_angstrom": [[0.3, -0.2, -0.3], [0.5, 0.5, 0.8], [0.0, -0.1, -0.1], [0.1, -0.1, 0.1], [-2.1, -0.9, -0.6], [0.4, 0.3, 0.4], [0.2, -0.2, 0.0], [0.0, 0.3, 0.2], [0.3, 0.4, 0.0], [0.7, 0.0, -0.3], [-0.2, -0.1, -0.2]],
  "nbo_charge": [0.69, -0.02, 0.41, -0.82, 0.29, 0.24, 0.41, -0.59, 0.26, -0.60, -0.26]
}

{
  "formula": "C4H5NO",
  "method": "ωB97M-V with the def2-TZVPD basis set",
  "smiles": "C/C=N\\C=C=O",
  "total_charge": 0,
  "elements": ["C", "C", "C", "C", "H", "H", "H", "H", "H", "N", "O"],
  "positions_angstrom": [[0.9655, 0.5471, -0.3473], [-1.3399, 0.7674, 0.2250], [-2.1367, -0.2095, 0.0035], [1.3664, -0.8924, 0.0091], [-1.8296, 1.6950, 0.8078], [1.7202, 1.2656, -0.6567], [2.0936, -0.7344, 0.9202], [1.8556, -1.3467, -0.7795], [0.4186, -1.3672, 0.3036], [-0.1040, 1.1778, -0.2486], [-3.0098, -0.9028, -0.2372]],
  "forces_ev_per_angstrom": [[1.6, -0.5, -0.2], [0.4, 4.1, 2.1], [0.0, 0.4, -0.1], [-1.0, 3.0, 3.1], [0.6, -2.5, -1.2], [0.8, -0.6, -0.2], [-1.4, -0.8, -1.7], [0.9, -1.1, -1.5], [0.7, -0.4, 0.1], [-1.0, 0.5, 0.0], [-1.6, -2.0, -0.4]],
  "nbo_charge": [0.15, -0.39, 0.67, -0.68, 0.26, 0.17, 0.23, 0.23, 0.22, -0.42, -0.43]
}

In the order shown, the computed relative energy (zero: lowest compared OMol25 entry of this formula, charge and spin) values come out to 92.3 9.2 15.2 54.2 120.5 31.7 49.7 61.6 kcal/mol.
In the order shown, the computed E_tot values come out to -285.26742 -285.39998 -285.39040 -285.32817 -285.22249 -285.36400 -285.33535 -285.31644 Ha.